2 unconnected molecules or ions with the total composition C3H3ClOS, computed with ωB97M-V/def2-TZVPD.

For the HOMO energy (alpha / beta), the calculation gives -9.93 / -8.46 eV. Its energy relative to the best compared isomer or geometry (same formula, charge and spin) is 128.4 kcal/mol. Its charge is 0. For the total energy, the calculation gives -28558.6142 eV. Its LUMO energy (alpha / beta) is -1.39 / -4.23 eV.

Cartesian coordinates (Å):
C -0.49960 -0.82480 -0.17330
C -0.13266 0.25662 0.77248
C 0.76798 -0.03773 -0.17094
O 3.01500 1.07705 -0.03347
S 2.34675 0.12392 -0.84662
Cl -3.44178 1.02998 -0.61939
H -0.37574 -1.76376 0.29187
H -1.12627 -0.50380 -0.91309
H -0.55370 0.64253 1.69246

Electronic structure analysis, natural (NBO) charges in units of e: number 1, C, carries -0.431; number 2, C, carries -0.125; number 3, C, carries -0.343; number 4, O, carries -0.822; number 5, S, carries 1.093; number 6, Cl, carries -0.010; number 7, H, carries 0.201; number 8, H, carries 0.196; number 9, H, carries 0.241

***

A single C4H8O2 molecule, computed with ωB97M-V/def2-TZVPD.

For the HOMO energy, the calculation gives -10.06 eV. Its energy relative to the best compared isomer or geometry (same formula, charge and spin) is 33.2 kcal/mol. Its charge is 0. For the total energy, the calculation gives -8371.8404 eV. The SMILES is C[C@@H]1C[C@@H](O)O1. Its LUMO energy is 1.00 eV.

Cartesian coordinates (Å):
C 1.13455 1.19243 0.95760
C 0.57195 -0.07300 0.35489
O -0.71734 -0.41406 0.91768
C -0.03321 -0.01407 -1.05410
C -1.31644 -0.52102 -0.37278
O -1.72832 -1.81942 -0.64835
H 1.31859 1.05387 2.02826
H 2.08043 1.46364 0.47467
H 0.42319 2.01540 0.83596
H 1.27559 -0.90540 0.49344
H -1.07065 -2.40337 -0.24290
H 0.38385 -0.68158 -1.81160
H -0.11527 1.00010 -1.45546
H -2.20691 0.10648 -0.47733

Electronic structure analysis, natural (NBO) charges in units of e: number 1, C, carries -0.628; number 2, C, carries 0.102; number 3, O, carries -0.536; number 4, C, carries -0.482; number 5, C, carries 0.381; number 6, O, carries -0.706; number 7, H, carries 0.221; number 8, H, carries 0.214; number 9, H, carries 0.211; number 10, H, carries 0.166; number 11, H, carries 0.471; number 12, H, carries 0.219; number 13, H, carries 0.213; number 14, H, carries 0.154

***

A molecular structure, C5H7NO, computed with ωB97M-V/def2-TZVPD.

For the HOMO energy, the calculation gives -9.29 eV. Its energy relative to the best compared isomer or geometry (same formula, charge and spin) is 105.8 kcal/mol. Its charge is 0. For the total energy, the calculation gives -8831.6151 eV. Its LUMO energy is 0.50 eV.

Cartesian coordinates (Å):
C 1.69439 -0.52447 0.58241
C 0.44520 0.01269 -0.04039
N 0.37059 1.42770 -0.34357
C -0.62288 0.84311 0.57354
C -1.67514 0.04183 -0.12582
C -0.72349 -0.69917 -0.93859
O -0.84968 -1.40556 -1.91472
H 1.55030 -1.53758 0.96937
H 2.00108 0.12879 1.40736
H 2.49779 -0.53414 -0.15698
H -0.00844 1.61729 -1.26652
H -0.71553 1.29071 1.56015
H -2.65175 0.46195 -0.44573
H -1.25779 -1.22357 0.26069

Electronic structure analysis, natural (NBO) charges in units of e: number 1, C, carries -0.622; number 2, C, carries 0.039; number 3, N, carries -0.560; number 4, C, carries -0.139; number 5, C, carries -0.335; number 6, C, carries 0.408; number 7, O, carries -0.565; number 8, H, carries 0.218; number 9, H, carries 0.229; number 10, H, carries 0.227; number 11, H, carries 0.355; number 12, H, carries 0.220; number 13, H, carries 0.244; number 14, H, carries 0.282

***

8 unconnected molecules or ions with the total composition C33H41N8O14, computed with ωB97M-V/def2-TZVPD.

For the HOMO energy, the calculation gives -7.01 eV. Its energy relative to the best compared isomer or geometry (same formula, charge and spin) is 0.0 kcal/mol. Its charge is -1. For the total energy, the calculation gives -75443.8787 eV. Its LUMO energy is 0.54 eV.

Cartesian coordinates (Å):
N 0.44240 -0.23811 0.57839
O -0.69160 -0.77111 0.95139
O 1.40340 -0.92811 0.39139
O 0.41740 0.98689 0.08839
C -3.50260 0.24089 -0.50361
C -4.71960 -0.49811 -0.89761
C -5.51660 0.13389 -1.98561
C -5.08360 1.50289 -2.64161
C -3.67360 1.97089 -2.34961
C -2.97560 1.34889 -1.14461
N -5.78560 2.23389 -3.60461
O -7.03860 2.08889 -3.70261
O -5.11260 2.92789 -4.40161
H -3.07160 -0.08711 0.48939
H -5.29560 -1.23711 -0.30161
H -6.59460 -0.01311 -2.32061
H -3.15360 2.70989 -2.75661
H -2.00060 1.75089 -0.76361
C -2.25760 1.52389 2.90139
C -3.48660 2.41389 2.97739
C -3.44760 3.86789 3.41939
C -2.12960 4.49089 3.84039
C -0.86360 3.62489 3.54939
C -1.00960 2.12489 3.11639
N -2.01460 5.80789 4.43439
O -3.06460 6.30089 4.78939
O -0.91460 6.34489 4.56239
H -2.55160 0.26789 2.63439
H -4.43260 2.00589 2.80939
H -4.38360 4.24689 3.78839
H 0.08740 4.10989 3.76839
H -0.21260 1.55089 2.87339
C 1.93340 3.79089 -2.98761
C 1.75340 3.10989 -1.63061
C 2.90440 3.39689 -0.68461
C 4.32740 3.68489 -1.25161
C 4.37740 4.30289 -2.55661
C 3.11540 4.38989 -3.46561
N 5.59940 3.59289 -0.39161
O 5.45240 3.42589 0.87239
O 6.67840 3.94889 -0.93661
H 1.13140 3.79989 -3.61061
H 0.76440 2.85789 -1.34261
H 2.87340 3.11589 0.37239
H 5.29740 4.67989 -3.02061
H 3.25640 4.90889 -4.37561
C 3.87340 0.16489 3.96539
C 5.42740 0.17189 4.18539
C 6.35840 0.10689 3.04039
C 5.82940 0.22689 1.54839
C 4.32940 0.27389 1.45239
C 3.42940 0.37689 2.69739
N 6.69440 0.26289 0.37839
O 6.05140 0.70389 -0.61561
O 7.89240 0.10289 0.42739
H 3.21440 0.21489 4.86139
H 5.80640 -0.10011 5.24039
H 7.46140 0.32289 2.98439
H 3.91040 0.32089 0.37339
H 2.41940 0.39889 2.38539
C 1.49840 -6.02911 -0.01261
O 2.37740 -6.98811 -0.23761
N 0.88940 -5.31411 -0.88861
C 0.22040 -4.04411 -0.64161
C 1.25340 -5.70211 -2.23361
H 1.19640 -5.76011 0.91139
H -0.79760 -4.18411 -1.07061
H 0.75940 -3.30811 -1.27061
H 0.39740 -3.59411 0.28939
H 0.57040 -4.79711 -2.81261
H 1.05540 -6.66711 -2.59261
H 2.22340 -5.36011 -2.43861
C -1.80960 -1.43611 -3.25661
O -2.79860 -1.97411 -3.72761
N -0.90060 -0.94511 -4.01461
C 0.17840 -0.23311 -3.29861
C -0.97560 -0.94411 -5.45161
H -1.73060 -1.28311 -2.13961
H -0.38960 0.62089 -2.67061
H 0.98640 -0.07111 -3.81561
H 0.83340 -0.84311 -2.48261
H -1.09960 -1.78711 -5.94061
H -0.10860 -0.40111 -5.77261
H -2.04360 -0.35011 -5.84361
C -1.16260 -3.75811 2.70739
O -0.56260 -4.29111 3.63539
N -2.45660 -3.97911 2.52639
C -3.08060 -3.27011 1.37039
C -3.24860 -4.90711 3.27439
H -0.68860 -3.05911 1.90239
H -2.54960 -3.56511 0.34639
H -2.85560 -2.20711 1.46839
H -4.08460 -3.49911 1.06839
H -3.03260 -5.92011 3.24139
H -4.28760 -4.77811 2.94939
H -3.30360 -4.72811 4.41839

Electronic structure analysis, Mulliken charges in units of e: number 1, N, carries 0.396; number 2, O, carries -0.272; number 3, O, carries -0.567; number 4, O, carries -0.305; number 5, C, carries 0.393; number 6, C, carries -0.452; number 7, C, carries -0.488; number 8, C, carries -0.141; number 9, C, carries -0.558; number 10, C, carries -0.125; number 11, N, carries 0.908; number 12, O, carries -0.581; number 13, O, carries -0.557; number 14, H, carries -0.333; number 15, H, carries 0.347; number 16, H, carries 0.331; number 17, H, carries 0.657; number 18, H, carries 0.450; number 19, C, carries 0.187; number 20, C, carries -0.411; number 21, C, carries -0.664; number 22, C, carries 0.183; number 23, C, carries -0.574; number 24, C, carries -0.431; number 25, N, carries 0.931; number 26, O, carries -0.575; number 27, O, carries -0.592; number 28, H, carries -0.151; number 29, H, carries 0.493; number 30, H, carries 0.374; number 31, H, carries 0.418; number 32, H, carries 0.781; number 33, C, carries -0.552; number 34, C, carries -0.142; number 35, C, carries -0.638; number 36, C, carries 0.063; number 37, C, carries -0.383; number 38, C, carries -0.525; number 39, N, carries 0.968; number 40, O, carries -0.517; number 41, O, carries -0.561; number 42, H, carries 0.544; number 43, H, carries 0.434; number 44, H, carries 0.492; number 45, H, carries 0.403; number 46, H, carries 0.428; number 47, C, carries -0.421; number 48, C, carries -0.451; number 49, C, carries -0.436; number 50, C, carries -0.138; number 51, C, carries 0.213; number 52, C, carries -0.173; number 53, N, carries 0.956; number 54, O, carries -0.563; number 55, O, carries -0.597; number 56, H, carries 0.346; number 57, H, carries 0.279; number 58, H, carries 0.327; number 59, H, carries 0.444; number 60, H, carries 0.164; number 61, C, carries -0.137; number 62, O, carries -0.693; number 63, N, carries 0.211; number 64, C, carries -0.935; number 65, C, carries -0.870; number 66, H, carries 0.493; number 67, H, carries 0.266; number 68, H, carries 0.508; number 69, H, carries 0.197; number 70, H, carries 0.196; number 71, H, carries 0.330; number 72, H, carries 0.370; number 73, C, carries 0.084; number 74, O, carries -0.694; number 75, N, carries 0.180; number 76, C, carries -0.814; number 77, C, carries -0.904; number 78, H, carries 0.352; number 79, H, carries 0.150; number 80, H, carries 0.665; number 81, H, carries 0.017; number 82, H, carries 0.396; number 83, H, carries 0.312; number 84, H, carries 0.207; number 85, C, carries 0.616; number 86, O, carries -0.700; number 87, N, carries 0.196; number 88, C, carries -0.140; number 89, C, carries -0.903; number 90, H, carries -0.147; number 91, H, carries 0.045; number 92, H, carries -0.240; number 93, H, carries 0.393; number 94, H, carries 0.365; number 95, H, carries 0.317; number 96, H, carries 0.269

***

Question: What is the formula in the second record?
Answer: C4H8O2

***

Repeat the third record exactly.
A molecular structure, C5H7NO, computed with ωB97M-V/def2-TZVPD.

For the HOMO energy, the calculation gives -9.29 eV. Its energy relative to the best compared isomer or geometry (same formula, charge and spin) is 105.8 kcal/mol. Its charge is 0. For the total energy, the calculation gives -8831.6151 eV. Its LUMO energy is 0.50 eV.

Cartesian coordinates (Å):
C 1.69439 -0.52447 0.58241
C 0.44520 0.01269 -0.04039
N 0.37059 1.42770 -0.34357
C -0.62288 0.84311 0.57354
C -1.67514 0.04183 -0.12582
C -0.72349 -0.69917 -0.93859
O -0.84968 -1.40556 -1.91472
H 1.55030 -1.53758 0.96937
H 2.00108 0.12879 1.40736
H 2.49779 -0.53414 -0.15698
H -0.00844 1.61729 -1.26652
H -0.71553 1.29071 1.56015
H -2.65175 0.46195 -0.44573
H -1.25779 -1.22357 0.26069

Electronic structure analysis, natural (NBO) charges in units of e: number 1, C, carries -0.622; number 2, C, carries 0.039; number 3, N, carries -0.560; number 4, C, carries -0.139; number 5, C, carries -0.335; number 6, C, carries 0.408; number 7, O, carries -0.565; number 8, H, carries 0.218; number 9, H, carries 0.229; number 10, H, carries 0.227; number 11, H, carries 0.355; number 12, H, carries 0.220; number 13, H, carries 0.244; number 14, H, carries 0.282